w) Density functional theory data (wB97M-V/def2-TZVPD) for C2H5NS2 in the gas phase.

The geometry in XYZ format:
```
10
Properties=species:S:1:pos:R:3
C 1.897 -0.162 -0.022
S 0.031 -0.605 -0.258
C -0.916 0.863 -0.127
N -2.149 0.700 -0.171
S -3.165 -0.483 -0.097
H 2.468 -1.141 -0.263
H 2.353 0.685 -0.687
H 2.350 -0.139 1.053
H -0.516 1.974 0.165
H -2.354 -1.692 0.408
```

Computed properties:
molecular weight: 107.20 g/mol
E_LUMO: 0.676 eV
SMILES: CS/C=N\S
frontier orbital gap: 8.84 eV

---

x) Density functional theory data (wB97M-V/def2-TZVPD) for a molecular structure, C2H5NS2.

The geometry in XYZ format:
```
10
Properties=species:S:1:pos:R:3
C 2.714 0.782 0.036
C -1.043 -0.226 -0.338
H 2.318 1.401 0.977
H 2.811 1.860 -0.909
H 3.956 0.135 0.472
H -0.038 -0.827 1.478
H -0.700 -0.089 -1.325
N 0.074 -0.240 0.578
S 1.487 -0.514 -0.200
S -2.668 0.255 0.016
```

Computed properties:
molecular weight: 107.20 g/mol
E_LUMO: -0.454 eV
frontier orbital gap: 8.45 eV

---

Most stable to least stable, the ends of the list are w) and x).

---

w) Density functional theory data (wB97M-V/def2-TZVPD) for C2H5N3O2 in the gas phase.

The geometry in XYZ format:
```
12
Properties=species:S:1:pos:R:3
N 2.528 0.813 0.257
N 1.987 -0.337 -0.611
C 0.862 -0.778 -0.254
N -0.110 -0.218 0.527
O -1.324 -0.857 0.397
C -2.212 0.030 -0.050
O -1.933 1.206 -0.335
H 3.682 0.570 0.239
H 2.294 0.699 1.219
H 0.607 -1.602 -0.992
H -0.053 0.670 -0.048
H -3.205 -0.446 -0.297
```

Computed properties:
molecular weight: 103.08 g/mol
E_LUMO: 0.805 eV
SMILES: N/N=C\NOC=O
frontier orbital gap: 10.01 eV

---

x) Density functional theory data (wB97M-V/def2-TZVPD) for C2H5N3O2 in the gas phase.

The geometry in XYZ format:
```
12
Properties=species:S:1:pos:R:3
H 0.460 -2.294 0.214
N 0.104 -1.317 0.342
C 0.714 -0.412 -0.237
N 1.884 -0.498 -0.952
O 0.305 0.888 -0.177
N -0.559 1.032 0.888
C -1.935 1.047 0.539
O -2.843 0.827 1.298
H 2.167 -1.355 -1.368
H 2.001 0.264 -1.636
H -0.272 0.507 1.664
H -2.027 1.311 -0.576
```

Computed properties:
molecular weight: 103.08 g/mol
E_LUMO: 0.602 eV
SMILES: [H]/N=C(\N)ONC=O
frontier orbital gap: 10.42 eV

---

y) Density functional theory data (wB97M-V/def2-TZVPD) for a molecular structure, C2H5N3O2.

The geometry in XYZ format:
```
12
Properties=species:S:1:pos:R:3
C -0.711 -1.027 -0.135
C 0.937 -0.781 -0.033
H -1.634 1.614 1.388
H -0.872 2.310 -0.484
H -2.562 -0.621 -0.740
H 1.385 -1.784 0.314
H 3.568 0.648 0.137
N -1.630 1.524 0.095
N -1.695 0.049 -0.423
N 1.499 0.339 -0.089
O -1.163 -2.146 0.118
O 2.877 -0.125 -0.149
```

Computed properties:
molecular weight: 103.08 g/mol
E_LUMO: 0.157 eV
frontier orbital gap: 9.81 eV

---

z) Density functional theory data (wB97M-V/def2-TZVPD) for C2H5N3O2 in the gas phase.

The geometry in XYZ format:
```
12
Properties=species:S:1:pos:R:3
N -0.435 -2.268 1.769
N 0.091 -1.387 0.874
C -0.596 -0.368 0.629
N 0.077 0.534 -0.289
O 1.374 0.180 -0.539
C -0.501 1.482 -0.914
O -0.051 2.139 -1.913
H 0.415 -2.663 2.108
H -0.903 -1.711 2.484
H -1.654 -0.076 0.806
H 1.520 -0.580 0.063
H -1.515 1.645 -0.614
```

Computed properties:
molecular weight: 103.08 g/mol
E_LUMO: 0.424 eV
SMILES: N/N=C/N(O)C=O
frontier orbital gap: 9.44 eV

---

Most stable to least stable, the ends of the list are x) and y).

---

w) Density functional theory data (wB97M-V/def2-TZVPD) for 2 unconnected molecules or ions with the total composition C2H5N3O2.

The geometry in XYZ format:
```
12
Properties=species:S:1:pos:R:3
N -2.180 0.460 -0.217
C -0.921 0.793 0.247
N 0.126 0.078 0.327
N 0.118 -1.270 -0.002
H -2.979 1.050 0.033
H -2.646 -0.428 0.046
H -0.741 1.849 0.371
H 1.099 -1.553 -0.251
H -0.664 -1.509 -0.787
O 2.645 1.041 -0.616
C 2.907 0.180 0.089
O 3.236 -0.689 0.761
```

Computed properties:
molecular weight: 103.08 g/mol
E_LUMO: 0.722 eV
SMILES: N/C=N\N.O=C=O
frontier orbital gap: 9.05 eV

---

x) Density functional theory data (wB97M-V/def2-TZVPD) for C2H5N3O2 in the gas phase.

The geometry in XYZ format:
```
12
Properties=species:S:1:pos:R:3
H -1.913 1.884 -0.488
N -1.209 1.049 -0.472
C -1.863 -0.034 0.174
N -0.968 -1.086 0.139
O 0.224 -1.139 -0.423
C 1.081 -0.219 0.243
N 2.345 -0.002 -0.455
O 1.078 0.352 1.274
H -2.944 0.002 0.451
H -1.011 -1.747 1.076
H 2.317 0.069 -1.395
H 2.864 0.870 -0.124
```

Computed properties:
molecular weight: 103.08 g/mol
E_LUMO: 0.780 eV
SMILES: [H]/N=C/NOC(N)=O
frontier orbital gap: 9.86 eV

---

y) Density functional theory data (wB97M-V/def2-TZVPD) for 3 unconnected molecules or ions with the total composition C2H5N3O2.

The geometry in XYZ format:
```
12
Properties=species:S:1:pos:R:3
N -0.723 0.355 -0.772
C 0.120 -0.462 -0.248
C 1.326 1.060 1.699
O -1.976 0.394 -0.230
O -0.827 -1.166 -2.129
N 0.197 1.173 1.198
N 1.095 -1.170 -0.120
H -2.343 1.217 -0.585
H -1.724 -1.481 -1.944
H 1.184 -1.938 -0.782
H 2.084 0.342 1.340
H 1.585 1.677 2.571
```

Computed properties:
molecular weight: 103.08 g/mol
E_LUMO (alpha / beta): -0.526 / -0.417 eV
frontier orbital gap (alpha / beta): 8.32 / 8.38 eV

---

Most stable to least stable, the ends of the list are w) and y).

---

w) Density functional theory data (wB97M-V/def2-TZVPD) for C2H5N3O2 in the gas phase.

The geometry in XYZ format:
```
12
Properties=species:S:1:pos:R:3
C 0.182 0.677 0.026
C -0.119 -0.706 -0.039
N 0.119 1.367 -1.087
N 1.027 0.799 2.402
N -0.908 -1.119 -1.113
O 0.492 1.382 1.171
O 0.917 -0.404 2.673
H 0.286 -1.501 0.662
H 0.261 2.437 -0.829
H 0.704 1.410 3.177
H -1.196 -0.401 -1.829
H -0.891 -2.202 -1.184
```

Computed properties:
molecular weight: 103.08 g/mol
E_LUMO (alpha / beta): 0.209 / -0.299 eV
frontier orbital gap (alpha / beta): 9.09 / 6.76 eV

---

x) Density functional theory data (wB97M-V/def2-TZVPD) for 2 unconnected molecules or ions with the total composition C2H5N3O2.

The geometry in XYZ format:
```
12
Properties=species:S:1:pos:R:3
C 0.762 -0.252 -0.158
C -1.530 -0.784 -0.310
H 2.258 1.000 -0.121
H 0.753 1.711 0.466
H 2.064 -1.620 0.162
H -1.968 1.047 1.005
H -0.819 -1.760 -0.498
N 1.382 0.999 -0.193
N 1.178 -1.419 0.061
N -0.522 0.062 -0.236
O -0.944 1.344 -0.182
O -2.615 -0.328 0.003
```

Computed properties:
molecular weight: 103.08 g/mol
E_LUMO: -0.597 eV
frontier orbital gap: 8.90 eV

---

Most stable to least stable, the ends of the list are w) and x).

---

w) Density functional theory data (wB97M-V/def2-TZVPD) for 2 unconnected molecules or ions with the total composition CH5NO2.

The geometry in XYZ format:
```
9
Properties=species:S:1:pos:R:3
N -2.781 -0.785 -0.028
O -3.535 0.134 -0.243
H -1.885 -0.569 0.632
C 1.066 0.385 -0.036
O 1.800 -0.781 -0.201
H 1.358 0.920 0.907
H 0.062 0.078 0.188
H 1.188 1.082 -0.892
H 2.727 -0.462 -0.328
```

Computed properties:
molecular weight: 63.06 g/mol
E_LUMO: -0.401 eV
SMILES: N=O.CO
frontier orbital gap: 9.13 eV

---

x) Density functional theory data (wB97M-V/def2-TZVPD) for 2 unconnected molecules or ions with the total composition CH5NO2.

The geometry in XYZ format:
```
9
Properties=species:S:1:pos:R:3
N -2.613 0.424 -0.330
O -3.117 -0.470 0.294
H -1.661 0.596 -0.574
C 2.226 0.587 0.206
O 2.824 -0.658 -0.075
H 2.427 0.794 1.253
H 1.143 0.574 0.059
H 2.655 1.400 -0.403
H 2.704 -0.832 -1.015
```

Computed properties:
molecular weight: 63.06 g/mol
E_LUMO: -0.468 eV
SMILES: N=O.CO
frontier orbital gap: 8.68 eV

---

Most stable to least stable, the ends of the list are w) and x).

---

w) Density functional theory data (wB97M-V/def2-TZVPD) for CH3N5 in the gas phase.

The geometry in XYZ format:
```
9
Properties=species:S:1:pos:R:3
H -2.297 -0.519 -0.384
N -2.025 0.368 -0.018
C -0.742 0.313 0.006
N 0.055 1.511 0.047
N 1.269 1.214 0.036
N 1.438 -0.263 -0.009
N 0.209 -0.870 0.027
H 1.969 -0.656 -0.764
H 0.125 -1.097 1.060
```

Computed properties:
molecular weight: 85.07 g/mol
E_LUMO: -0.287 eV
SMILES: [H]/N=c1/nn[nH][nH]1
frontier orbital gap: 9.67 eV

---

x) Density functional theory data (wB97M-V/def2-TZVPD) for CH3N5 in the gas phase.

The geometry in XYZ format:
```
9
Properties=species:S:1:pos:R:3
H -1.026 2.175 1.114
N -1.229 1.320 0.666
C -0.212 0.671 0.158
N 1.090 0.595 0.731
N 1.514 -0.415 0.183
N 0.672 -1.282 -0.216
N -0.315 -0.362 -0.739
H 0.947 -2.079 -1.051
H -1.442 -0.624 -0.846
```

Computed properties:
molecular weight: 85.07 g/mol
E_LUMO: 0.295 eV
SMILES: [H]/N=c1\nn[nH][nH]1
frontier orbital gap: 9.31 eV

---

y) Density functional theory data (wB97M-V/def2-TZVPD) for CH3N5 in the gas phase.

The geometry in XYZ format:
```
9
Properties=species:S:1:pos:R:3
N 1.720 0.576 0.408
C 0.440 0.255 0.115
N -0.562 -0.451 0.810
N -1.687 -0.649 -0.063
N -1.258 -0.579 -1.238
N -0.070 -0.099 -1.172
H 1.757 0.808 1.322
H -0.785 -0.150 1.874
H 0.445 0.291 -2.056
```

Computed properties:
molecular weight: 85.07 g/mol
E_LUMO: 0.691 eV
SMILES: N=c1[nH]nn[nH]1
frontier orbital gap: 9.75 eV

---

Most stable to least stable, the ends of the list are y) and x).